Density functional theory data (ωB97M-V with the def2-TZVPD basis set) for C8H18NO2PS in the gas phase.

The geometry in XYZ format:
```
31
Properties=species:S:1:pos:R:3:lowdin_charge:R:1
C 2.4215 -0.8757 -1.9285 -0.08
C 0.8870 -0.9498 -2.1689 -0.43
C 0.5058 -2.2379 -2.9028 -0.07
C 0.2593 -0.9137 -0.7964 -0.57
N 0.8182 0.1413 0.0791 -0.06
C -0.0630 0.2026 1.2086 -0.43
P 0.6865 1.2232 2.6106 0.66
O 1.6041 0.3076 3.3430 -0.35
O 1.4616 2.6270 2.3326 -0.14
C -1.5023 0.6199 0.7055 -0.68
C -2.5028 -0.0748 1.6114 -0.14
C -1.8536 2.0816 0.3443 -0.08
S -1.5309 -0.4759 -0.8552 0.96
H 3.0662 -0.8934 -2.8044 0.08
H 2.6884 -1.7191 -1.3003 0.08
H 2.7608 0.0222 -1.4186 0.07
H 0.5903 -0.0738 -2.7586 0.13
H -0.4236 -2.7139 -2.6070 0.07
H 1.3327 -2.9581 -2.5771 0.10
H 0.5232 -2.0764 -3.9407 0.06
H 0.2678 -1.8333 -0.3287 0.09
H 1.7932 -0.0925 0.3537 0.12
H -0.1096 -0.7219 1.7408 0.10
H -0.5468 1.5402 3.1538 0.04
H 0.7905 3.2770 2.3322 0.03
H -3.4669 0.1489 1.4226 0.03
H -2.2517 0.1827 2.6865 0.09
H -2.3725 -1.2229 1.5406 0.10
H -2.5635 2.2129 -0.4139 0.05
H -0.9598 2.6566 0.1025 0.08
H -2.3101 2.5893 1.2331 0.09
```

As for the frontier orbital gap: 9.1 eV. As for the HOMO energy: -8.638 eV. As for the SMILES: CC(C)[C@H]1N[C@@H]([P@@H](=O)O)C(C)(C)S1. The value obtained for the largest force on an atom is 4.8 eV/A. The total energy is -34297.2477 eV. Its LUMO energy is 0.475 eV.


Density functional theory data (ωB97M-V with the def2-TZVPD basis set) for a gas-phase ion, C8H18NO3P (charge -2).

The geometry in XYZ format:
```
31
Properties=species:S:1:pos:R:3:lowdin_charge:R:1
C 1.7635 -2.5831 0.2806 -0.12
C 0.8628 -1.5562 0.9650 -0.35
N 0.7025 -0.4436 0.0800 -0.15
C -0.5674 0.2151 0.0066 -0.55
C -1.7382 -0.7962 -0.1330 -0.07
C -0.7849 1.0908 1.2709 -0.20
C -2.0555 1.9334 1.3228 -0.13
C -0.5545 1.1050 -1.2525 -0.23
C -0.0022 0.3796 -2.4691 -0.11
P 2.2726 0.5686 0.0759 0.12
O 1.8396 2.0293 -0.0105 -0.44
O 2.9697 0.0350 -1.1673 -0.45
O 2.9428 0.2118 1.3922 -0.45
H 2.6350 -2.0300 -0.0534 0.04
H 2.0567 -3.3889 0.9616 0.05
H 1.2650 -3.0127 -0.5905 0.05
H -0.0993 -2.0260 1.2367 0.09
H 1.3651 -1.2540 1.9003 0.08
H -1.4374 -1.6186 -0.7779 0.07
H -2.0392 -1.2048 0.8327 0.06
H -2.6086 -0.3078 -0.5758 0.06
H -0.7591 0.4280 2.1429 0.11
H 0.0995 1.7295 1.3087 0.09
H -2.0767 2.6466 0.5022 0.06
H -2.1015 2.4960 2.2594 0.05
H -2.9520 1.3118 1.2626 0.05
H 0.1301 1.9242 -1.0338 0.08
H -1.5651 1.4939 -1.4532 0.09
H -0.5813 -0.5141 -2.7146 0.05
H -0.0024 1.0394 -3.3412 0.05
H 1.0205 0.0980 -2.2280 0.04
```

As for the frontier orbital gap: 5.4 eV. As for the HOMO energy: 0.308 eV. As for the total charge: -2. As for the SMILES: CCN(C(C)(CC)CC)P(=O)([O-])[O-]. The value obtained for the largest force on an atom is 1.0 eV/A. The total energy is -25511.2300 eV. Its LUMO energy is 5.723 eV.


Density functional theory data (ωB97M-V with the def2-TZVPD basis set) for a molecular structure, C8H18O11Sr.

The geometry in XYZ format:
```
38
Properties=species:S:1:pos:R:3:lowdin_spin:R:1
Sr 0.6688 -0.0471 0.2287 0.00
C -1.9173 -4.3164 -0.2683 0.02
C -1.4135 -2.9961 -0.7079 0.03
O -0.4244 -2.4388 -0.1900 0.08
O -1.9186 -2.5383 -1.7480 0.57
H -1.2710 -4.8964 0.3905 0.01
H -2.0980 -4.9833 -1.1113 0.00
H -2.8592 -4.0922 0.2324 0.00
C -2.8063 2.7992 0.2622 0.01
C -2.5139 1.7063 -0.8002 0.01
O -2.8287 1.8482 -1.9857 0.05
O -1.9568 0.6646 -0.4377 0.21
H -3.8765 3.0060 0.2703 0.00
H -2.2884 3.7162 -0.0187 0.00
H -2.4228 2.5903 1.2609 0.00
C 1.3767 1.1547 -4.3386 0.00
C 1.2284 0.5285 -3.0230 0.00
O 2.0591 0.7797 -2.1337 0.00
O 0.2347 -0.2223 -2.7442 0.00
H 0.9372 2.1504 -4.3971 0.00
H 1.0208 0.5469 -5.1705 0.00
H 2.4202 1.3392 -4.5941 0.00
C -0.1452 -0.8465 4.5793 0.00
C 0.2292 -0.4967 3.1455 0.00
O -0.3516 0.4057 2.5291 0.00
O 1.2214 -1.0545 2.6041 0.00
H -1.2105 -0.7404 4.7847 0.00
H 0.3495 -0.0922 5.1911 0.00
H 0.1260 -1.8435 4.9265 0.00
O 2.9126 1.2722 0.8445 0.00
H 2.4191 2.0643 0.6316 0.00
H 3.6661 1.5861 1.3444 0.00
O 0.7936 2.4449 0.2231 0.00
H 1.1341 3.0818 -0.4051 0.00
H 0.4617 2.9759 0.9471 0.00
O 2.6922 -1.4692 -0.1508 0.00
H 2.7523 -2.4209 -0.0684 0.00
H 3.5990 -1.1664 -0.1025 0.00
```

As for the frontier orbital gap (alpha / beta): 6.9 / 3.8 eV. As for the HOMO energy (alpha / beta): -4.674 / -4.103 eV. As for the total charge: -1. As for the multiplicity: 2. The value obtained for the largest force on an atom is 4.0 eV/A. As for the expectation value of S²: 0.7573. The total energy is -31950.4569 eV. Its LUMO energy (alpha / beta) is 2.187 / -0.307 eV.


Density functional theory data (ωB97M-V with the def2-TZVPD basis set) for 2 unconnected molecules or ions with the total composition C8H18S.

The geometry in XYZ format:
```
27
Properties=species:S:1:pos:R:3:lowdin_charge:R:1
C 0.2351 2.0218 2.1254 -0.22
C 1.3501 2.2315 1.0987 -0.22
C 2.0868 0.9210 0.8142 -0.22
C 2.6379 0.3109 2.1047 -0.22
C 1.5230 0.1011 3.1315 -0.22
C 0.7862 1.4117 3.4159 -0.22
H -0.5203 1.3344 1.6984 0.11
H -0.2691 2.9830 2.3428 0.11
H 2.0722 2.9686 1.4997 0.11
H 0.9322 2.6456 0.1609 0.11
H 2.9084 1.0940 0.0928 0.11
H 1.3793 0.2051 0.3533 0.11
H 3.1422 -0.6503 1.8874 0.11
H 3.3933 0.9983 2.5317 0.11
H 0.8009 -0.6360 2.7305 0.12
H 1.9408 -0.3129 4.0692 0.11
H -0.0353 1.2387 4.1374 0.11
H 1.4938 2.1275 3.8768 0.11
C -2.2798 -2.2921 -4.9894 -0.20
C -3.1847 -1.8424 -3.8509 -0.65
S -3.3700 -3.0847 -2.5345 0.66
H -1.2796 -2.5537 -4.6051 0.07
H -2.1711 -1.4832 -5.7313 0.07
H -2.7057 -3.1763 -5.4928 0.07
H -2.7554 -0.9627 -3.3339 0.06
H -4.1875 -1.5576 -4.2235 0.07
H -3.9237 -4.0411 -3.3099 -0.15
```

As for the frontier orbital gap: 9.8 eV. As for the HOMO energy: -9.058 eV. As for the SMILES: C1CCCCC1.CCS. The value obtained for the largest force on an atom is 0.6 eV/A. The total energy is -19423.4745 eV. Its LUMO energy is 0.774 eV.


Density functional theory data (ωB97M-V with the def2-TZVPD basis set) for C8H18Si2 in the gas phase.

The geometry in XYZ format:
```
28
Properties=species:S:1:pos:R:3:lowdin_charge:R:1
C -0.1677 2.6577 -0.8182 -0.09
C -0.6438 1.3061 -0.4072 -0.40
C -0.0271 0.1740 -0.0337 -0.24
Si 1.6110 -0.6089 -0.0571 0.51
C 2.2983 -1.0718 1.7187 -0.19
C 2.9000 0.6142 -0.7879 -0.20
C 1.3348 -2.1955 -1.0764 -0.16
Si -2.0251 0.2591 0.1710 0.67
C -3.2477 -0.5674 -0.8838 -0.20
C -2.8161 0.2432 1.9213 -0.20
H 0.0188 2.5331 -1.8527 0.06
H 0.6592 2.7879 -0.2123 0.04
H -0.9631 3.4695 -0.7185 0.10
H 1.2723 -0.8857 2.2700 0.04
H 2.6409 -2.1055 1.9099 0.02
H 3.0586 -0.2908 1.9565 0.02
H 2.4727 0.8260 -1.7679 0.01
H 3.1964 1.5241 -0.2917 0.02
H 3.8459 0.1576 -1.2057 0.04
H 2.2704 -2.5139 -1.4479 0.01
H 1.0465 -2.9456 -0.4153 0.00
H 0.5750 -2.0451 -1.7829 0.01
H -4.1887 -0.5288 -0.3621 0.02
H -3.4232 -0.1181 -1.8818 0.05
H -2.9898 -1.5547 -0.9954 -0.01
H -1.9838 0.1204 2.6008 0.00
H -3.1411 1.2532 2.2107 0.02
H -3.5836 -0.4943 2.2396 0.04
```

As for the frontier orbital gap: 8.7 eV. As for the HOMO energy: -7.995 eV. As for the SMILES: CC1=C([Si](C)(C)C)[Si]1(C)C. The value obtained for the largest force on an atom is 3.1 eV/A. The total energy is -24341.5831 eV. Its LUMO energy is 0.711 eV.


Density functional theory data (ωB97M-V with the def2-TZVPD basis set) for C8H19ClSi in the gas phase.

The geometry in XYZ format:
```
29
Properties=species:S:1:pos:R:3:lowdin_charge:R:1
C 0.2496 -2.6569 -0.3496 -0.08
C -0.6944 -1.4029 -0.2397 -0.22
C -0.1370 0.0225 -0.1045 -0.49
C -1.2711 0.8653 0.3499 -0.27
C -1.1362 2.4069 0.4002 -0.08
C 0.4678 0.5009 -1.4300 -0.28
C -0.6050 0.7350 -2.5339 -0.11
Si 1.6087 0.2003 1.2026 0.33
C 1.2940 -0.6276 2.8483 -0.26
Cl 3.3248 -0.6764 0.4805 0.28
H -0.0740 -3.2478 0.5483 0.07
H 1.3509 -2.4860 -0.2917 0.03
H 0.0771 -3.3402 -1.2136 0.07
H -1.1679 -1.2947 -1.2274 0.09
H -1.4329 -1.6191 0.4162 0.06
H -1.7771 0.4189 1.1896 0.11
H -1.9628 0.6902 -0.4437 0.08
H -0.4438 2.8418 1.1437 0.07
H -2.1013 2.7619 0.5738 0.04
H -0.8573 2.9013 -0.5900 0.09
H 1.3159 -0.1071 -1.6230 0.07
H 0.8725 1.5045 -1.4763 0.09
H -1.1506 -0.2432 -2.8974 0.10
H -0.0733 1.2740 -3.3615 0.08
H -1.4847 1.4229 -2.2347 0.09
H 1.9826 1.6491 1.0990 -0.03
H 1.6235 -1.5999 2.8239 -0.02
H 1.9859 -0.4271 3.6635 0.02
H 0.2161 -0.4666 3.2772 0.08
```

As for the frontier orbital gap: 9.6 eV. As for the HOMO energy: -8.790 eV. As for the SMILES: CCC(CC)(CC)[Si@@H](C)Cl. The value obtained for the largest force on an atom is 5.0 eV/A. The total energy is -29003.8482 eV. Its LUMO energy is 0.794 eV.


Summary of energy above the lowest of the compared OMol25 structures with the same formula, charge and spin in eV
2.0461 0.0000 1.0985 0.0602 2.1933 2.6925
(order as listed above)